Record 1
{
  "formula": "C2H8N4",
  "method": "ωB97M-V/def2-TZVPD",
  "elements": ["N", "C", "N", "H", "H", "H", "H", "N", "C", "N", "H", "H", "H", "H"],
  "positions_angstrom": [[2.3241, -0.7483, -0.9114], [2.1090, -0.4505, 0.3876], [1.1449, 0.3362, 0.7364], [2.0701, -0.1688, -1.6971], [2.2943, -1.7180, -1.1806], [2.7165, -0.9999, 1.1065], [1.2665, 0.5580, 1.7273], [-1.3157, 1.2635, 0.1395], [-2.1665, 0.2249, 0.1813], [-2.6326, -0.4331, -0.8268], [-0.3840, 1.3123, 0.6266], [-1.1778, 1.6505, -0.7998], [-2.7886, 0.1413, 1.0785], [-3.4602, -0.9682, -0.5680]],
  "forces_ev_per_a": [[0.382, -0.685, -0.805], [-1.678, 0.128, -0.742], [1.019, 0.651, 0.997], [-0.494, 0.413, 0.562], [0.731, -0.228, 0.208], [-0.006, 0.125, 0.035], [-0.212, -0.116, 0.009], [0.978, -0.448, -1.863], [-2.354, 0.559, 0.997], [0.851, 0.343, -0.934], [-0.211, -0.292, 0.682], [-0.110, -0.142, -0.003], [1.130, -0.269, 0.862], [-0.026, -0.039, -0.003]],
  "nbo_charge": [-0.806, 0.347, -0.769, 0.406, 0.408, 0.192, 0.365, -0.466, 0.207, -0.372, 0.474, 0.419, 0.223, 0.372],
  "charge": 1,
  "relative_energy_ev": 1.002,
  "lumo_ev": [-3.82, -8.52],
  "total_energy_ev": -8154.311,
  "multiplicity": 2,
  "homo_lumo_gap_ev": [10.039, 5.290]
}

***

Record 2
{
  "formula": "C20H23N3O3",
  "method": "ωB97M-V/def2-TZVPD",
  "elements": ["C", "C", "C", "C", "C", "C", "N", "C", "C", "C", "N", "C", "O", "C", "C", "C", "C", "C", "C", "C", "C", "O", "O", "N", "C", "C", "H", "H", "H", "H", "H", "H", "H", "H", "H", "H", "H", "H", "H", "H", "H", "H", "H", "H", "H", "H", "H", "H", "H"],
  "positions_angstrom": [[0.5387, 4.0541, -0.9572], [-0.5115, 3.0969, -0.4876], [-0.6368, 2.7858, 0.8605], [-1.5784, 1.8702, 1.2952], [-2.4215, 1.2427, 0.3906], [-3.3972, 0.1809, 0.8356], [-3.0291, -1.0740, 0.2258], [-3.8060, -1.9913, -0.3754], [-2.9732, -2.9668, -0.8724], [-1.6766, -2.5332, -0.5246], [-0.5039, -3.1814, -0.8644], [0.7890, -2.7337, -0.8760], [1.6502, -3.4166, -1.3930], [1.0537, -1.4199, -0.1855], [1.4049, -1.6626, 1.2990], [1.3026, -0.3159, 2.0182], [2.5238, 0.4554, 1.4803], [3.1914, -0.5514, 0.5344], [2.9163, -1.8792, 1.2398], [2.3222, -0.7218, -0.7201], [2.0330, 0.5334, -1.4903], [2.6713, 1.5548, -1.4559], [0.9598, 0.4021, -2.2824], [-1.7375, -1.3955, 0.1500], [-2.3089, 1.5575, -0.9574], [-1.3682, 2.4734, -1.3878], [0.2524, 4.5204, -1.8974], [0.7148, 4.8305, -0.2166], [1.4794, 3.5225, -1.1114], [0.0175, 3.2593, 1.5780], [-1.6574, 1.6421, 2.3487], [-3.3708, 0.0826, 1.9268], [-4.4178, 0.4237, 0.5262], [-4.8726, -1.8956, -0.4116], [-3.2437, -3.8511, -1.4112], [-0.6354, -4.0718, -1.3304], [0.1687, -0.7917, -0.2701], [0.8128, -2.4542, 1.7546], [0.3618, 0.1820, 1.7926], [1.3679, -0.4552, 3.0979], [2.2446, 1.3703, 0.9630], [3.2094, 0.7221, 2.2850], [4.2298, -0.3182, 0.3093], [3.1969, -2.7454, 0.6443], [3.3739, -1.9433, 2.2253], [2.8210, -1.4070, -1.4189], [0.7978, 1.2273, -2.7667], [-2.9568, 1.0756, -1.6760], [-1.3022, 2.7112, -2.4407]],
  "forces_ev_per_a": [[0.132, -0.024, 0.010], [-0.010, 0.032, 0.070], [0.027, 0.038, -0.094], [-0.228, -0.054, -0.068], [-0.083, 0.143, 0.067], [0.123, 0.393, 0.247], [-0.372, -0.550, -0.325], [0.144, -0.115, -0.019], [0.033, 0.047, 0.037], [-0.862, 0.552, 0.260], [-0.170, -0.613, -0.145], [0.133, 0.276, -0.003], [0.156, -0.094, -0.047], [0.021, 0.060, -0.213], [-0.245, -0.149, 0.184], [-0.153, -0.072, 0.089], [0.109, 0.149, -0.010], [0.240, 0.234, -0.156], [0.045, -0.093, -0.078], [0.101, -0.121, -0.072], [0.184, 0.223, 0.006], [0.192, 0.044, 0.034], [-0.451, -0.304, -0.345], [0.587, -0.197, 0.176], [-0.030, 0.038, 0.087], [-0.076, -0.022, 0.057], [0.004, 0.076, -0.055], [0.008, 0.108, 0.013], [0.030, 0.056, -0.044], [0.078, 0.069, 0.079], [0.007, -0.068, 0.110], [-0.061, 0.032, -0.127], [0.096, -0.109, 0.049], [-0.212, 0.050, -0.005], [-0.112, -0.172, -0.143], [0.168, 0.185, 0.089], [0.252, -0.048, 0.050], [-0.027, -0.039, 0.023], [-0.049, -0.021, 0.043], [-0.037, -0.007, 0.037], [0.046, 0.093, 0.032], [0.012, 0.044, 0.002], [0.012, -0.023, -0.014], [0.055, -0.071, -0.025], [0.037, 0.010, 0.095], [-0.043, 0.086, 0.050], [0.242, -0.042, 0.201], [-0.066, -0.087, -0.090], [0.007, 0.059, -0.118]],
  "nbo_charge": [-0.649, 0.005, -0.237, -0.139, -0.059, -0.221, -0.156, -0.021, -0.365, 0.306, -0.611, 0.720, -0.617, -0.366, -0.187, -0.408, -0.423, -0.193, -0.419, -0.343, 0.824, -0.616, -0.685, -0.323, -0.183, -0.224, 0.212, 0.217, 0.254, 0.214, 0.204, 0.209, 0.217, 0.219, 0.227, 0.412, 0.289, 0.222, 0.217, 0.205, 0.220, 0.209, 0.225, 0.227, 0.209, 0.273, 0.496, 0.210, 0.204],
  "charge": 0,
  "relative_energy_ev": 0.711,
  "lumo_ev": 0.68,
  "smiles": "Cc1ccc(Cn2ccc(NC(=O)[C@H]3[C@@H]4CC[C@@H](C4)[C@@H]3C(=O)O)n2)cc1",
  "total_energy_ev": -31727.442,
  "homo_lumo_gap_ev": 9.274
}